(1)
This record from the Open Molecules 2025 dataset describes a 7-piece molecular cluster, C13H27F4I2NO11PS overall in a non-equilibrium geometry. The level of theory is wB97M-V/def2-TZVPD.

```
60
C13H27F4I2NO11PS, DFT wB97M-V/def2-TZVPD
I 1.931 -3.378 0.920
I 0.203 -3.123 -1.673
S 0.214 1.328 -2.536
P -4.700 1.606 0.190
F 2.139 2.984 -1.905
F 2.827 1.012 -2.145
F -3.024 4.696 -1.227
F 1.727 1.611 -0.324
O 1.767 -6.586 0.612
O 2.800 -4.602 3.950
O 1.872 3.157 2.191
O 5.074 -3.515 -0.005
O -1.678 -3.254 0.976
O -2.439 2.674 -5.598
O -4.388 2.695 1.136
O -1.000 -1.870 2.557
O -0.112 2.540 -3.221
O 0.397 0.277 -3.486
O 2.741 -1.356 4.290
N -2.209 1.303 -1.153
C -1.554 -0.922 0.339
C -0.633 -0.426 -0.634
C -1.968 3.813 -1.462
C 1.666 -1.289 0.381
C -1.251 3.695 -0.105
C 1.412 -0.387 1.615
C -2.754 -0.276 0.524
C -1.006 0.707 -1.342
C -1.395 -2.125 1.271
C -3.048 0.840 -0.239
C 1.835 1.718 -1.651
C -2.617 2.487 -1.959
C 0.676 -1.145 -0.863
H -0.915 4.705 0.149
H -5.484 0.643 0.869
H -1.964 3.360 0.658
H 5.776 -3.555 -0.663
H -3.691 2.668 -1.994
H 3.699 -1.266 4.316
H 1.449 -6.708 -0.289
H 0.972 -6.659 1.151
H -2.352 2.249 -2.994
H -0.351 3.068 -0.160
H -1.759 2.027 -5.383
H -3.451 -0.635 1.279
H -1.157 -0.921 2.697
H 5.415 -4.031 0.734
H 1.715 3.040 1.250
H 1.264 -0.753 -1.689
H 1.364 -1.016 2.501
H 0.563 0.305 1.548
H 2.666 -1.036 0.016
H 2.608 -5.516 3.714
H -1.341 4.292 -2.214
H 2.299 0.236 1.785
H 1.947 -4.252 4.232
H -2.609 2.525 -6.534
H -5.328 2.123 -0.966
H 2.562 2.518 2.398
H 2.600 -2.301 4.167
```

The value obtained for the HOMO energy is -10.579 eV. The multiplicity is 1. As for the net charge: +1. The value obtained for the energy is -3127.9598 hartree. The frontier orbital gap is 5.03 eV.

Here are the Löwdin charges for atoms 1 to 2, given in e: 1.020, 0.959

=====

(2)
This record from the Open Molecules 2025 dataset describes a 2-piece molecular cluster, C4H11N3O2 overall. The level of theory is wB97M-V/def2-TZVPD.

```
20
C4H11N3O2, DFT wB97M-V/def2-TZVPD
O -1.867 -0.737 2.783
O 0.867 -2.452 -1.417
N 0.727 1.746 0.472
N -0.298 0.880 2.918
N -0.498 1.108 0.108
C 0.098 -0.606 -2.719
C -1.032 -0.034 2.257
C 1.046 -1.352 -2.184
C -0.668 -0.170 0.776
H 0.691 2.704 0.128
H -0.549 0.957 -0.905
H 0.325 0.245 -3.321
H 1.549 1.278 0.056
H 0.242 -0.805 0.709
H -0.960 -0.854 -2.577
H 2.099 -1.140 -2.318
H -0.070 -2.648 -1.329
H 0.289 1.511 2.386
H -1.484 -0.695 0.288
H -0.508 1.062 3.887
```

The value obtained for the HOMO energy is -8.986 eV. The SMILES is NNCC(N)=O.C=CO. The multiplicity is 1. The value obtained for the energy is -473.7147 hartree. The frontier orbital gap is 9.71 eV.

Here are the Löwdin charges for atoms 1 to 2, given in e: 0.039, 0.003

=====

(3)
This record from the Open Molecules 2025 dataset describes a 9-piece molecular cluster, C12H31N9O16 overall in a non-equilibrium geometry. The level of theory is wB97M-V/def2-TZVPD.

```
68
C12H31N9O16, DFT wB97M-V/def2-TZVPD
O -2.515 1.792 14.754
O -3.826 -1.327 20.751
O 2.228 8.186 20.219
O -3.375 2.045 18.345
O -6.172 6.873 16.346
O -7.148 6.611 14.420
O 0.249 2.043 21.392
O 1.547 2.308 16.427
O 0.331 4.043 16.090
O -4.912 0.620 20.842
O -2.068 3.054 19.772
O -1.312 0.023 14.893
O -4.964 5.036 19.652
O -6.224 6.402 20.828
O 2.389 6.597 18.789
O 0.897 3.952 22.307
N -2.297 0.620 15.114
N -2.637 2.956 18.682
N -3.924 -0.133 20.987
N -1.498 6.180 21.482
N -5.326 6.165 20.023
N 1.775 7.497 19.331
N 0.874 3.016 15.731
N -6.184 6.483 15.189
N 0.654 3.193 21.358
C 0.954 3.725 20.021
C -3.737 4.776 23.860
C -2.531 4.080 17.705
C -3.383 -0.156 15.776
C -2.247 5.414 21.921
C -4.451 6.149 23.966
C -4.944 5.767 14.677
C -3.200 4.454 22.473
C -2.675 0.441 21.559
C 0.724 2.673 14.277
C 0.360 7.600 18.934
C -4.684 7.321 19.417
H -2.482 3.656 16.702
H -4.978 8.264 19.877
H -2.857 4.899 24.492
H 1.262 3.454 13.739
H -3.066 -0.980 16.415
H -1.838 0.564 20.871
H -4.541 6.373 25.029
H 0.151 6.861 18.160
H -3.598 7.218 19.416
H 1.025 2.851 19.373
H -4.514 5.143 15.460
H -4.300 6.553 14.282
H -5.429 6.158 23.486
H -2.404 -0.282 22.329
H -2.899 1.388 22.050
H -3.904 6.984 23.527
H -5.243 5.096 13.871
H 0.181 4.374 19.608
H -3.978 0.529 16.380
H -2.681 3.496 22.488
H 1.146 1.673 14.178
H -3.995 4.335 21.737
H -3.998 -0.512 14.950
H -5.002 7.310 18.374
H -1.637 4.681 17.869
H 0.275 8.632 18.593
H -0.335 2.653 14.018
H -0.154 7.336 19.858
H 1.917 4.235 20.040
H -3.445 4.669 17.773
H -4.242 3.920 24.308
```

The value obtained for the HOMO energy is -10.967 eV. The SMILES is C[N+](=O)[O-].C[N+](=O)[O-].C[N+](=O)[O-].C[N+](=O)[O-].C[N+](=O)[O-].C[N+](=O)[O-].C[N+](=O)[O-].C[N+](=O)[O-].CCCC#N. The multiplicity is 1. The value obtained for the energy is -2171.6909 hartree. The frontier orbital gap is 10.55 eV.

Here are the Löwdin charges for atoms 1 to 2, given in e: 0.017, 0.054

=====

(4)
This record from the Open Molecules 2025 dataset describes a 3-piece molecular cluster, C30H55N4O11 overall in a non-equilibrium geometry. The level of theory is wB97M-V/def2-TZVPD.

```
100
C30H55N4O11, DFT wB97M-V/def2-TZVPD
O -7.815 2.912 -0.285
O -0.737 -0.732 2.685
O -1.291 -0.815 -1.372
O -8.335 1.721 2.279
O -3.439 -0.675 3.068
O -8.629 -2.838 1.718
O 10.261 2.119 -3.324
O -6.440 2.731 1.486
O 6.615 -0.283 -2.096
O -3.456 2.409 -1.419
O 2.502 -1.756 -3.727
N 1.702 -1.679 -0.856
N -3.503 0.564 5.198
N 7.708 2.658 -1.871
N -2.317 0.685 1.521
C 9.806 2.602 -4.575
C 7.783 -0.422 -2.891
C 10.104 3.047 -2.256
C -3.552 0.030 4.170
C 1.956 -2.876 -1.653
C -0.820 -0.704 -2.711
C 6.786 0.469 -0.907
C -7.368 2.408 2.458
C -4.705 1.095 0.148
C -0.842 -1.944 -0.652
C 6.670 1.982 -1.096
C 3.010 -2.617 -2.713
C -3.497 1.654 -0.300
C -6.846 2.393 0.178
C -4.645 0.297 1.292
C -8.348 -2.074 0.564
C 3.097 -0.469 -3.728
C -3.443 0.130 1.941
C -2.346 1.429 0.405
C -5.903 -0.384 1.811
C -6.860 -2.136 0.136
C -0.995 0.550 2.217
C 0.525 -1.773 0.000
C 0.033 -0.721 3.893
C -5.973 1.399 -0.630
C 9.041 2.576 -1.282
C -7.056 2.945 3.845
C -5.877 -1.875 1.298
C -1.256 -2.946 4.255
C -0.608 -1.707 4.919
H 8.693 -0.453 -2.287
H -1.313 -1.122 5.525
H 0.674 -2.593 0.709
H -0.817 -3.187 3.283
H 9.075 3.200 -0.384
H 1.069 -1.058 3.753
H 2.772 0.050 -4.628
H 7.732 2.250 -2.796
H -1.568 -0.153 -3.284
H 0.073 0.257 4.391
H -6.683 -1.502 -0.743
H -2.518 2.583 -1.574
H -6.754 2.125 4.509
H 3.934 -2.230 -2.274
H 0.177 -2.021 5.619
H 7.702 -1.359 -3.443
H -0.676 -1.679 -3.179
H 1.049 -3.215 -2.170
H -0.240 0.798 1.455
H 10.122 1.893 -5.339
H -0.973 1.325 2.996
H -6.129 -2.575 2.103
H -2.345 -2.843 4.213
H -4.878 -2.129 0.916
H 0.107 -0.128 -2.748
H 2.777 0.116 -2.858
H -6.547 0.514 -0.907
H 10.244 3.577 -4.804
H 3.249 -3.568 -3.198
H 7.846 0.383 -3.628
H 5.723 2.178 -1.608
H 4.187 -0.541 -3.740
H 2.296 -3.681 -0.995
H 7.708 0.176 -0.392
H -7.939 3.410 4.291
H -5.887 -0.381 2.906
H -8.978 -2.371 -0.280
H -6.774 0.111 1.383
H 6.601 2.458 -0.113
H 0.493 -0.853 0.584
H -5.680 1.953 -1.528
H 11.061 3.082 -1.728
H -6.671 -3.171 -0.192
H -1.053 -3.808 4.906
H 9.892 4.056 -2.622
H -1.570 -2.071 0.157
H 9.292 1.547 -0.995
H 1.586 -0.890 -1.478
H -0.907 -2.853 -1.258
H -1.420 1.875 0.051
H -8.390 -2.339 2.503
H 8.714 2.673 -4.603
H -8.585 -1.020 0.808
H 5.966 0.166 -0.249
H -6.222 3.658 3.826
```

The value obtained for the HOMO energy is -10.163 eV. The multiplicity is 1. As for the net charge: +1. The value obtained for the energy is -2222.3592 hartree. The frontier orbital gap is 5.91 eV.

Here are the Löwdin charges for atoms 1 to 2, given in e: 0.202, -0.125

=====

(5)
This record from the Open Molecules 2025 dataset describes C5H13NO as an isolated structure in a non-equilibrium geometry. The level of theory is wB97M-V/def2-TZVPD.

```
20
C5H13NO, DFT wB97M-V/def2-TZVPD
O -1.834 2.008 -0.670
N 0.658 -1.411 -1.271
C -1.232 -1.299 -0.450
C -0.432 0.720 0.870
C 0.788 0.387 1.453
C 1.775 -1.017 -0.619
C -0.506 1.744 -0.225
H 1.591 1.123 1.406
H -1.378 -2.071 -1.191
H 2.213 -0.084 -0.973
H 0.031 1.376 -1.105
H -2.330 2.389 0.064
H 1.385 -0.473 0.576
H 0.572 -2.420 -1.197
H -0.009 2.675 0.093
H -1.370 -1.705 0.549
H 2.505 -1.764 -0.302
H 0.766 -0.143 2.399
H -1.833 -0.445 -0.730
H -1.359 0.407 1.323
```

The value obtained for the HOMO energy is -7.396 eV. The multiplicity is 1. The value obtained for the energy is -328.0768 hartree. The frontier orbital gap is 8.16 eV.

Here are the Löwdin charges for atoms 1 to 2, given in e: -0.075, -0.053

=====

(6)
This record from the Open Molecules 2025 dataset describes a 2-piece molecular cluster, C4H10N2O2 overall in a non-equilibrium geometry. The level of theory is wB97M-V/def2-TZVPD.

```
18
C4H10N2O2, DFT wB97M-V/def2-TZVPD
O 0.905 -3.049 1.275
O 0.056 1.607 0.657
N 0.258 -2.255 -0.788
N -0.265 0.338 -1.301
C 0.633 -2.178 0.487
C 1.345 2.052 0.269
C -1.915 0.334 0.447
C -0.576 0.699 -0.111
H 0.617 -1.079 0.794
H -2.412 1.223 0.827
H 1.300 2.633 -0.657
H -2.528 -0.144 -0.315
H 0.598 0.727 -1.672
H 0.044 -3.173 -1.134
H -0.009 -1.262 -1.271
H 2.034 1.210 0.153
H -1.776 -0.374 1.265
H 1.690 2.693 1.076
```

The value obtained for the HOMO energy is -9.328 eV. The SMILES is [H]/N=C(/C)OC.NC=O. The multiplicity is 1. The value obtained for the energy is -418.3860 hartree. The frontier orbital gap is 10.01 eV.

Here are the Löwdin charges for atoms 1 to 2, given in e: -0.001, -0.066